{
  "formula": "C28H21F3N2O5SYb",
  "method": "wB97M-V/def2-TZVPD",
  "gap_ev": 7.894,
  "charge": -1,
  "energy_ev": -93116.641,
  "homo_energy_ev": -5.4,
  "spin_multiplicity": 2,
  "de_lowest_kcal_mol": 19.2,
  "species": ["Yb", "O", "C", "C", "C", "C", "C", "C", "C", "N", "C", "C", "N", "C", "C", "C", "C", "C", "C", "C", "O", "H", "H", "H", "H", "H", "H", "H", "H", "H", "H", "H", "H", "H", "H", "F", "C", "F", "F", "C", "O", "O", "C", "C", "O", "S", "C", "C", "C", "C", "C", "C", "C", "C", "H", "H", "H", "H", "H", "H", "H"],
  "positions_angstrom": [[-21.642, -1.377, -3.636], [-19.510, -1.588, -3.567], [-18.564, -0.879, -4.119], [-17.279, -0.834, -3.555], [-16.246, -0.125, -4.130], [-16.474, 0.685, -5.265], [-17.696, 0.600, -5.857], [-18.735, -0.169, -5.346], [-19.982, -0.216, -6.170], [-20.987, -0.951, -5.950], [-22.118, -0.893, -6.854], [-23.298, -0.224, -6.200], [-23.571, -0.873, -4.892], [-24.769, -1.146, -4.552], [-25.175, -1.700, -3.289], [-26.507, -2.224, -3.148], [-26.981, -2.834, -1.981], [-26.049, -3.019, -0.936], [-24.791, -2.479, -1.034], [-24.267, -1.838, -2.158], [-23.068, -1.356, -2.073], [-17.159, -1.336, -2.592], [-15.302, -0.172, -3.592], [-15.667, 1.237, -5.763], [-17.810, 1.163, -6.787], [-19.823, 0.434, -7.027], [-22.436, -1.948, -7.137], [-21.906, -0.299, -7.774], [-24.233, -0.152, -6.815], [-23.031, 0.802, -6.003], [-25.563, -0.981, -5.307], [-27.101, -2.295, -4.045], [-27.984, -3.248, -1.978], [-26.295, -3.560, -0.060], [-24.107, -2.723, -0.220], [-21.138, 1.936, -0.932], [-20.504, 1.195, -1.855], [-19.162, 1.285, -1.673], [-20.825, -0.101, -1.575], [-20.982, 1.691, -3.234], [-20.765, 2.839, -3.538], [-21.574, 0.839, -3.937], [-18.082, -7.292, 0.621], [-18.791, -8.016, 1.752], [-18.254, -8.442, 2.760], [-20.551, -8.271, 1.481], [-20.945, -7.258, 0.120], [-20.733, -7.651, -1.208], [-20.976, -6.805, -2.247], [-21.465, -5.522, -1.969], [-21.784, -5.123, -0.667], [-21.466, -5.956, 0.363], [-21.689, -4.579, -3.017], [-21.775, -3.786, -3.950], [-18.281, -6.197, 0.666], [-18.502, -7.602, -0.349], [-16.992, -7.482, 0.737], [-20.316, -8.622, -1.430], [-20.690, -7.138, -3.223], [-22.184, -4.157, -0.513], [-21.687, -5.612, 1.385]],
  "atomic_forces_ev_per_a": [[0.7, -0.6, -0.6], [0.5, 0.6, 0.0], [-0.4, -0.3, -0.6], [0.2, 0.0, 0.4], [-0.3, 0.4, 0.4], [1.4, -0.7, 0.3], [-0.1, 0.5, -0.7], [-1.5, -0.3, -0.1], [2.2, -0.1, 1.0], [-0.7, 0.1, -0.1], [-0.5, -0.9, -1.4], [-1.3, -0.1, 1.0], [0.1, 0.4, -0.7], [-0.3, 0.0, -0.7], [-0.4, -0.9, 1.3], [1.1, -0.2, 0.5], [0.9, 0.1, -0.8], [-0.4, 1.0, -1.3], [0.1, -1.3, 1.0], [-0.8, 0.8, -0.5], [-0.7, -0.2, -0.2], [0.1, 0.0, -0.4], [0.1, 0.3, -0.4], [-0.3, -0.2, 0.4], [-0.4, -0.2, 0.2], [-0.7, 0.0, -0.6], [0.6, 1.1, 0.3], [0.1, -0.5, 0.3], [0.8, -0.5, 0.2], [0.2, 0.4, 0.3], [0.1, 0.0, 0.4], [-0.3, 0.4, -0.2], [0.2, 0.0, 0.2], [-0.4, -0.4, 0.7], [0.0, 0.4, -0.2], [0.4, -0.1, 0.3], [0.4, 0.3, 0.6], [-0.9, 0.2, 0.0], [0.1, 0.3, -0.2], [0.3, 0.2, -0.7], [0.4, 0.9, 0.5], [-0.4, -1.0, 0.0], [0.4, 0.3, 0.2], [0.4, 0.0, 0.3], [-0.7, 0.4, -1.2], [0.1, -0.6, 0.8], [-0.4, 1.4, -0.4], [0.0, -0.6, 1.1], [0.0, 0.7, 0.4], [-0.5, 0.5, -1.0], [0.8, -0.9, -0.7], [-0.1, -1.1, 1.1], [0.2, -0.1, -0.4], [-0.3, 0.3, 0.2], [0.1, -0.7, 0.2], [0.6, 0.0, 0.4], [-0.8, 0.2, -0.3], [0.0, -0.3, 0.2], [-0.2, 0.3, -0.6], [-0.4, 0.8, 0.2], [0.3, -0.4, -0.4]],
  "mulliken_charge": [0.550, -0.679, 0.349, -0.433, -0.398, -0.799, -0.705, 0.920, 0.033, -0.033, -0.729, -0.920, 0.319, 0.000, 0.493, -0.774, -0.710, -0.551, -0.376, 0.506, -0.462, 0.368, 0.334, 0.349, 0.243, 0.207, 0.268, 0.408, 0.558, 0.239, 0.192, 0.311, 0.368, 0.450, 0.288, -0.285, 1.010, -0.282, -0.203, 0.278, -0.699, -0.338, -0.878, 0.648, -0.574, -0.158, -0.320, -0.131, -0.713, 0.732, -0.761, -0.177, -0.052, -0.871, 0.280, 0.268, 0.323, 0.500, 0.470, 0.382, 0.369]
}

{
  "formula": "C3H7NO",
  "method": "wB97M-V/def2-TZVPD",
  "gap_ev": 10.711,
  "energy_ev": -6758.710,
  "homo_energy_ev": -9.7,
  "de_lowest_kcal_mol": 93.2,
  "species": ["C", "C", "C", "H", "H", "H", "H", "H", "H", "H", "N", "O"],
  "positions_angstrom": [[0.425, -0.045, 0.353], [-0.962, 0.332, 0.821], [-0.498, 0.482, -0.582], [1.058, -2.142, 0.750], [0.943, -1.647, -0.829], [1.276, 0.526, 0.779], [-1.202, 1.021, 1.487], [-1.331, -0.794, 0.985], [-0.785, -0.074, -1.465], [0.721, 1.906, -1.394], [0.396, -1.521, 0.008], [-0.040, 1.956, -0.914]],
  "atomic_forces_ev_per_a": [[1.3, -2.4, 1.2], [0.3, -7.0, -2.5], [0.9, 5.4, -1.9], [-2.5, 2.2, -2.2], [0.2, 0.1, -0.5], [-0.3, -0.7, -0.9], [-0.8, 3.3, 2.5], [-0.4, 3.1, -0.2], [-0.4, 0.2, 0.2], [3.2, -0.6, -2.0], [3.6, -1.5, 3.8], [-5.1, -2.0, 2.6]],
  "mulliken_charge": [0.113, -0.742, -0.184, 0.239, 0.255, 0.338, 0.368, 0.267, 0.323, 0.281, -0.721, -0.536]
}